Formula: C4H5ClF2
Source: the Open Molecules 2025 dataset
Level of theory: ωB97M-V/def2-TZVPD

```
! RIJCOSX wB97M-V def2-TZVPD def2/J DEFGRID3
* xyz 0 1
C -0.6983 1.5749 1.0362
C -1.6119 0.5488 0.3917
C 0.0689 -1.2659 -0.6464
C -1.1603 -0.9089 0.1766
F -2.2451 -1.6592 -0.2512
F -0.8696 -1.5585 1.3483
Cl -3.1428 0.8490 -0.3174
H -1.1417 2.5099 1.0074
H 0.1237 1.0403 1.4969
H 0.2605 -2.4021 -0.7288
H 0.9684 -0.7490 -0.0490
H -0.0067 -0.8330 -1.7440
*
```

Computed properties:
HOMO level = -9.562 eV
E_LUMO = 0.1686 eV
Relative energy (zero: lowest compared OMol25 entry of this formula, charge and spin) = 1.608 eV
Structure (SMILES) = C=C(Cl)C(C)(F)F
HOMO-LUMO gap = 9.730 eV

Formula: C4H5ClFNO
Source: the Open Molecules 2025 dataset
Level of theory: ωB97M-V/def2-TZVPD

```
! RIJCOSX wB97M-V def2-TZVPD def2/J DEFGRID3
* xyz 0 1
C 1.4111 1.0402 -0.2039
C 1.0571 0.2301 0.7304
C 1.8400 -0.4676 -0.1684
C -1.6427 0.3226 -0.3111
N -2.1164 -0.7103 -0.7789
O -2.3542 -1.6935 0.1435
F 3.1211 -0.7362 0.0965
Cl -1.5826 1.6461 -1.4003
H -2.1650 -1.4187 1.0212
H 1.7653 1.9456 -0.6686
H 0.6416 0.2439 1.8202
H 1.5087 -1.1140 -0.9180
H -1.4841 0.7119 0.6374
*
```

Computed properties:
HOMO level = -10.182 eV
E_LUMO = 0.5502 eV
Relative energy (zero: lowest compared OMol25 entry of this formula, charge and spin) = 5.503 eV
Structure (SMILES) = O/N=C/Cl.FC1C=C1
HOMO-LUMO gap = 10.732 eV

Formula: C4H5ClFNS
Source: the Open Molecules 2025 dataset
Level of theory: ωB97M-V/def2-TZVPD

```
! RIJCOSX wB97M-V def2-TZVPD def2/J DEFGRID3
* xyz 0 1
C -1.1193 -0.8356 -0.8782
C -0.4319 -2.0436 -0.3869
C 0.3187 -0.7241 -0.4979
C 0.9848 2.6041 1.3279
H -0.1625 -2.8384 -1.0975
H -0.6959 -2.4020 0.6133
H 1.0387 -0.6498 -1.3057
H 0.9009 3.6371 1.0044
H 1.2405 2.4335 2.3767
N 0.7218 1.6872 0.4670
F -2.0317 -0.2550 -0.0722
S 0.7955 0.0755 1.0140
Cl -1.5595 -0.6887 -2.5650
*
```

Computed properties:
HOMO level = -8.900 eV
E_LUMO = 0.8110 eV
Relative energy (zero: lowest compared OMol25 entry of this formula, charge and spin) = 1.079 eV
Structure (SMILES) = C=NS[C@H]1C[C@]1(F)Cl
HOMO-LUMO gap = 9.711 eV

Formula: C4H5ClN
Source: the Open Molecules 2025 dataset
Level of theory: ωB97M-V/def2-TZVPD

```
! RIJCOSX wB97M-V def2-TZVPD def2/J DEFGRID3
* xyz -1 1
Cl 8.7450 -34.7223 -12.8879
N 8.2016 -33.5590 -17.4680
C 7.3441 -34.1436 -16.5595
C 6.4610 -34.8493 -17.3820
C 6.9581 -34.8471 -18.6926
C 7.9347 -33.8517 -18.7669
H 8.9878 -33.0261 -17.1245
H 7.4833 -34.0483 -15.4928
H 5.5328 -35.3061 -17.0720
H 6.5527 -35.3441 -19.5616
H 8.4999 -33.4647 -19.6019
*
```

Computed properties:
HOMO level = -3.714 eV
E_LUMO = 3.4868 eV
Relative energy (zero: lowest compared OMol25 entry of this formula, charge and spin) = 0.809 eV
HOMO-LUMO gap = 7.201 eV

Formula: C4H5ClN2
Source: the Open Molecules 2025 dataset
Level of theory: ωB97M-V/def2-TZVPD

```
! RIJCOSX wB97M-V def2-TZVPD def2/J DEFGRID3
* xyz 0 1
C -0.8702 0.4683 -0.6678
C 0.4480 -0.0203 -1.2354
C 0.1917 -1.5795 0.5358
C -0.5512 -1.0528 -0.6806
H -1.6259 0.8654 -1.3369
H 0.5986 0.1857 -2.3044
H 2.1646 0.6410 -0.0426
H -0.1627 -2.3374 1.2248
H -1.1673 -1.6655 -1.3317
N 1.6306 -0.1453 -0.3928
N 1.3113 -0.9736 0.6941
Cl -0.9241 1.3676 0.8217
*
```

Computed properties:
HOMO level = -8.747 eV
E_LUMO = 0.9098 eV
Relative energy (zero: lowest compared OMol25 entry of this formula, charge and spin) = 2.350 eV
Structure (SMILES) = Cl[C@@H]1[C@@H]2C=NN[C@H]12
HOMO-LUMO gap = 9.656 eV

Formula: C4H5ClN2O
Source: the Open Molecules 2025 dataset
Level of theory: ωB97M-V/def2-TZVPD

```
! RIJCOSX wB97M-V def2-TZVPD def2/J DEFGRID3
* xyz 0 1
C -0.9498 -0.9472 0.0972
C -0.8606 -0.3123 -1.1073
C 1.0536 1.0862 -0.4121
C 0.0163 -0.6013 1.1860
H -1.5732 -0.4907 -1.8831
H 0.1161 1.1305 -2.2171
H 1.5710 0.8877 1.4989
H -0.6248 -0.1930 2.0263
H 0.5177 -1.4768 1.5973
N 0.1192 0.6488 -1.3273
N 0.9551 0.4783 0.7915
O 1.8722 1.9379 -0.6270
Cl -2.2131 -2.1483 0.3768
*
```

Computed properties:
HOMO level = -8.513 eV
E_LUMO = 0.7027 eV
Relative energy (zero: lowest compared OMol25 entry of this formula, charge and spin) = 0.000 eV
Structure (SMILES) = O=C1NC=C(Cl)CN1
HOMO-LUMO gap = 9.215 eV